1.
Molecular formula: C9H21B4ClO11
Method: DFT, ωB97M-V/def2-TZVPD

Each line ends with the Mulliken charge.
Atoms and positions in Å:
O (1.4453, -4.1654, 4.3915)  -0.528
B (0.7697, -3.9305, 3.2202)  0.494
O (0.8066, -2.6567, 2.7237)  -0.404
C (-0.0825, -5.0367, 2.4789)  -0.412
B (-1.5583, -4.5800, 2.2828)  0.435
O (-1.9634, -3.3852, 1.7066)  -0.486
B (-3.0653, -2.8585, 2.3346)  0.587
O (-3.3692, -3.2969, 3.6154)  -0.438
B (-3.2225, -4.6505, 3.7889)  0.427
Cl (-3.7441, -5.4286, 5.2626)  -0.253
O (-2.6099, -5.3629, 2.7897)  -0.270
H (1.8069, -5.0503, 4.4526)  0.301
H (1.0786, -2.0667, 3.4373)  0.288
H (-0.1052, -5.9374, 3.0889)  0.121
H (0.3398, -5.2456, 1.4932)  0.244
H (-3.7622, -2.0756, 1.7825)  -0.121
C (-0.6504, 0.0802, 1.9231)  -0.831
C (-0.1497, 0.5634, 0.5825)  -0.231
O (-0.1450, 2.0002, 0.4877)  -0.320
C (0.8419, 2.6133, 1.1356)  0.789
O (1.7250, 2.0833, 1.7582)  -0.566
O (0.6918, 3.9289, 0.9686)  -0.313
C (1.6561, 4.7263, 1.6626)  -0.709
H (-1.6350, 0.5020, 2.1354)  0.385
H (-0.7189, -1.0039, 1.9220)  -0.045
H (0.0222, 0.3862, 2.7243)  0.309
H (-0.8171, 0.2289, -0.2096)  0.359
H (0.8457, 0.1757, 0.3654)  0.346
H (2.6681, 4.4220, 1.4061)  0.312
H (1.5079, 4.6470, 2.7381)  0.312
H (1.4845, 5.7493, 1.3422)  0.234
C (0.3395, 3.5312, -2.6698)  -0.981
C (0.9465, 2.1578, -2.8509)  0.149
O (0.3845, 1.4698, -3.9822)  -0.374
C (0.8217, 1.8719, -5.1719)  0.773
O (1.6549, 2.7152, -5.3797)  -0.558
O (0.1855, 1.1638, -6.1072)  -0.350
C (0.5167, 1.5286, -7.4493)  -0.638
H (-0.7466, 3.4601, -2.6041)  0.274
H (0.7128, 3.9936, -1.7567)  0.168
H (0.5844, 4.1770, -3.5120)  0.404
H (0.7170, 1.5300, -1.9933)  -0.020
H (2.0310, 2.2054, -2.9471)  0.326
H (1.5919, 1.4913, -7.6076)  0.299
H (0.1455, 2.5273, -7.6727)  0.292
H (0.0233, 0.8019, -8.0873)  0.221

The charge is 0. The HOMO energy comes out at -10.757 eV. The total energy is -1743.24022 hartree. The LUMO energy comes out at 0.231 eV. The HOMO-LUMO gap comes out at 10.99 eV. The largest force on an atom comes out at 1.0 eV/A. The value obtained for the molecular weight is 384.0 g mol⁻¹.

2.
Molecular formula: C9H21BCl2O3Si
Method: DFT, ωB97M-V/def2-TZVPD

Each line ends with the Mulliken charge.
Atoms and positions in Å:
C (2.2503, -0.8220, 0.6851)  -0.707
C (1.8309, -1.7008, -0.6351)  0.023
O (1.7031, -0.9230, -1.8785)  -0.364
C (0.2789, -0.5820, -2.1509)  0.427
O (-0.4074, -1.3658, -2.9876)  -0.483
C (-0.3444, 0.7911, -1.4272)  -0.103
C (-1.9412, 1.0092, -1.7246)  -0.533
C (-2.9242, 0.8368, -0.4245)  -0.711
Si (-2.6268, -0.7489, 0.6261)  0.208
B (-3.5314, -2.2610, -0.2064)  0.545
C (-2.5472, -3.2675, -1.1128)  -0.698
O (-4.9929, -2.5245, -0.0884)  -0.556
H (1.4332, -0.0545, 1.0463)  0.115
H (2.3831, -1.5926, 1.5852)  0.319
H (3.2601, -0.2053, 0.5551)  0.189
H (0.8078, -2.2354, -0.4284)  0.033
H (2.6823, -2.5003, -0.8050)  0.299
H (0.2248, 1.6898, -1.9695)  0.276
H (-0.0357, 0.8657, -0.2949)  0.009
H (-2.0629, 2.1412, -2.0836)  0.299
H (-2.3324, 0.3635, -2.6493)  0.294
H (-2.8518, 1.7809, 0.2705)  0.348
H (-4.0329, 0.7513, -0.8584)  0.287
H (-1.2284, -1.0644, 0.8843)  -0.118
H (-3.2739, -0.5023, 1.9401)  -0.259
H (-1.4463, -2.8459, -1.0763)  0.040
H (-2.4980, -4.3373, -0.5871)  0.255
H (-2.8842, -3.3209, -2.2358)  0.256
H (-5.2992, -2.1385, 0.7925)  0.298
Cl (2.8908, 2.5981, 0.3174)  -0.104
C (3.8582, 3.5060, 1.5059)  -0.528
C (3.9732, 2.7735, 2.8328)  -0.447
Cl (2.4195, 2.7088, 3.7023)  -0.183
H (3.4045, 4.4943, 1.6289)  0.332
H (4.8520, 3.6403, 1.0682)  0.304
H (4.6793, 3.2950, 3.4860)  0.338
H (4.3291, 1.7474, 2.6976)  0.299

The charge is 0. Its SMILES is CCOC(=O)CCC[SiH2]B(C)O.ClCCCl. The HOMO energy comes out at -9.483 eV. The total energy is -1815.84110 hartree. The LUMO energy comes out at 0.437 eV. The HOMO-LUMO gap comes out at 9.92 eV. The largest force on an atom comes out at 8.6 eV/A. The value obtained for the molecular weight is 287.1 g mol⁻¹.

3.
Molecular formula: C9H21Cl2CrO2S4SbSe2
Method: DFT, ωB97M-V/def2-TZVPD

Each line ends with the Löwdin spin population.
Atoms and positions in Å:
Cr (0.2050, -1.1237, 0.4511)  1.080
O (-0.5247, 3.0319, -0.6912)  -0.001
C (0.4026, 3.6167, 0.2088)  0.000
C (1.1154, 2.6096, 1.1153)  0.000
C (1.9549, 3.5088, 2.0564)  0.000
O (2.8348, 2.8179, 2.9232)  0.000
C (2.1231, 1.7357, 0.3532)  -0.003
Se (1.4455, 0.4192, -0.9259)  -0.028
C (0.1400, 1.8548, 2.0337)  0.003
Se (-1.1905, 0.5709, 1.3722)  -0.038
H (-0.4660, 3.4948, -1.5295)  0.000
H (-0.1248, 4.3409, 0.8466)  0.000
H (1.1783, 4.1609, -0.3445)  0.000
H (1.2712, 4.1463, 2.6341)  0.000
H (2.5929, 4.1630, 1.4549)  0.000
H (2.3831, 2.0418, 3.2757)  0.000
H (2.7387, 1.1914, 1.0667)  0.000
H (2.7896, 2.3961, -0.2077)  -0.001
H (-0.4462, 2.5968, 2.5827)  -0.001
H (0.7015, 1.2596, 2.7560)  0.000
S (-0.9016, -2.9650, 1.2601)  -0.015
S (-0.3147, -3.1528, 3.2534)  -0.003
S (1.7031, -2.9329, 3.0155)  -0.002
S (1.8411, -1.0708, 2.1084)  0.021
C (-1.6990, 0.3623, -2.8768)  -0.004
Sb (-1.6293, -1.2647, -1.5004)  -0.006
C (-3.6600, -1.2206, -0.8519)  0.000
C (-1.8046, -2.9175, -2.8606)  -0.003
H (-2.3350, 0.1440, -3.7347)  0.000
H (-0.6813, 0.5804, -3.1941)  0.000
H (-2.0788, 1.2244, -2.3291)  0.000
H (-4.3378, -1.2758, -1.7036)  0.000
H (-3.8241, -0.2967, -0.2993)  0.000
H (-3.8293, -2.0634, -0.1830)  0.000
H (-2.6374, -2.7732, -3.5484)  0.000
H (-1.9662, -3.8243, -2.2778)  0.000
H (-0.8789, -3.0236, -3.4253)  0.000
Cl (1.8004, -2.8885, -0.9956)  0.002
C (1.4675, -4.5104, -0.3521)  0.001
Cl (2.5731, -5.7126, -1.0543)  0.000
H (0.4509, -4.7813, -0.6027)  0.000
H (1.6174, -4.4704, 0.7209)  0.000

The charge is -1. The spin multiplicity is 2. The HOMO energy (alpha / beta) comes out at -4.081 / -3.999 eV. The total energy is -9106.79028 hartree. The LUMO energy (alpha / beta) comes out at 2.535 / 2.564 eV. Its expectation value of S² is 0.778. The HOMO-LUMO gap (alpha / beta) comes out at 6.62 / 6.56 eV. The largest force on an atom comes out at 0.4 eV/A. The value obtained for the molecular weight is 692.1 g mol⁻¹.

4.
Molecular formula: C9H21ClI2N2OPSV
Method: DFT, ωB97M-V/def2-TZVPD

Each line ends with the Löwdin spin population.
Atoms and positions in Å:
I (3.0032, 2.2019, -0.6676)  0.176
I (2.4329, -2.4525, -1.0391)  0.108
V (1.7420, -0.0226, -0.6352)  0.630
P (-0.3863, 0.0166, -3.4162)  0.266
C (-0.0419, 0.0527, -5.2137)  0.041
C (-1.6233, -1.3519, -3.3716)  0.039
H (-2.2516, 1.2146, -2.4532)  0.000
H (-2.2082, 1.3815, -4.2584)  0.009
H (-1.0975, 2.3507, -3.2449)  0.001
C (-1.6183, 1.3893, -3.3310)  0.037
H (-2.2581, -1.1935, -2.4917)  0.000
H (-2.2060, -1.3122, -4.3035)  0.009
H (-0.9922, 0.0102, -5.7692)  0.010
H (0.5760, -0.8139, -5.4658)  0.000
H (-1.1076, -2.3171, -3.3075)  0.001
H (0.4939, 0.9804, -5.4423)  0.000
C (2.2745, 0.0602, -2.4681)  -0.018
O (2.8112, 0.0925, -3.5153)  -0.041
Cl (-0.4989, 0.1707, -0.4154)  -0.003
C (0.4562, 2.3667, 2.0134)  0.005
N (0.2657, 1.2053, 2.8952)  0.064
C (-0.3393, 1.4532, 4.2028)  0.005
C (0.6895, -0.0224, 2.5531)  0.014
S (2.1288, -0.1933, 1.6104)  0.502
N (0.0115, -1.1609, 2.9131)  0.105
C (-0.0389, -1.5739, 4.3180)  0.008
C (0.0198, -2.3022, 2.0018)  0.011
H (-0.1159, 3.2175, 2.4199)  0.000
H (0.0645, 2.1035, 1.0178)  0.002
H (1.5116, 2.6684, 1.9388)  0.001
H (-1.3036, 0.9285, 4.2755)  0.002
H (0.3563, 1.1666, 5.0103)  0.002
H (-0.5413, 2.5268, 4.2979)  0.000
H (-0.7265, -2.4207, 4.3712)  0.001
H (0.9524, -1.8781, 4.7039)  0.005
H (-0.4340, -0.7689, 4.9500)  0.001
H (-0.2529, -1.9501, 0.9981)  0.003
H (0.9929, -2.8113, 1.9649)  0.004
H (-0.7405, -3.0123, 2.3535)  0.000

The charge is +2. The spin multiplicity is 3. The HOMO energy (alpha / beta) comes out at -15.413 / -14.844 eV. The total energy is -3278.76482 hartree. The energy above the lowest of the compared OMol25 structures with the same formula, charge and spin comes out at 1.794 eV. The LUMO energy (alpha / beta) comes out at -8.769 / -10.828 eV. Its expectation value of S² is 2.243. The HOMO-LUMO gap (alpha / beta) comes out at 6.64 / 4.02 eV. The largest force on an atom comes out at 7.0 eV/A. The value obtained for the molecular weight is 576.5 g mol⁻¹.

5.
Molecular formula: C9H21ClIO3P2Tl
Method: DFT, ωB97M-V/def2-TZVPD

Each line ends with the Mulliken charge.
Atoms and positions in Å:
C (1.9705, -5.5920, -1.6957)  -0.872
C (2.1403, -4.1244, -1.5713)  0.492
H (2.8335, -6.0437, -2.2421)  0.345
H (1.0016, -5.7725, -2.2436)  0.357
H (1.9290, -5.9604, -0.6556)  0.391
O (2.2823, -3.2370, -2.3504)  -0.226
I (-2.4244, -4.6122, 0.4253)  -0.138
Tl (0.2250, -3.6772, 0.2300)  0.579
P (-1.4947, 0.2600, -1.4194)  1.053
C (-1.0725, 1.4947, -2.7447)  -1.318
C (-1.7945, -1.1739, -2.5068)  -1.058
H (-3.7564, 0.2090, -0.4976)  0.391
H (-3.7239, 0.9985, -2.1404)  0.437
H (-3.1423, 1.8937, -0.6957)  0.385
C (-3.2115, 0.8949, -1.1650)  -1.117
H (-2.2609, -1.9790, -1.9381)  0.301
H (-2.4194, -0.8604, -3.3487)  0.443
H (-1.8594, 1.4842, -3.5050)  0.461
H (-0.1159, 1.2422, -3.2095)  0.411
H (-0.8257, -1.5115, -2.8798)  0.311
H (-0.9987, 2.5010, -2.3171)  0.427
C (1.0883, 0.7175, -0.6532)  0.217
O (2.2196, 0.9013, -0.6593)  -0.198
Cl (-1.3438, -1.1249, 0.6339)  -0.229
C (0.3042, 1.6042, 4.0992)  -1.185
P (0.9586, 1.9482, 2.4501)  0.975
C (0.1878, 3.4810, 1.8716)  -1.186
C (2.7183, 2.2750, 2.6607)  -1.208
O (0.7401, 0.8098, 1.4776)  -0.516
H (-0.5945, 2.2084, 4.2757)  0.388
H (1.0675, 1.8564, 4.8447)  0.393
H (0.0516, 0.5400, 4.1624)  0.305
H (0.3795, 4.2910, 2.5857)  0.393
H (0.6177, 3.7448, 0.8972)  0.337
H (-0.8942, 3.3317, 1.7609)  0.339
H (3.2303, 1.3090, 2.6949)  0.350
H (3.0742, 2.8344, 1.7903)  0.328
H (2.9131, 2.8384, 3.5788)  0.442

The charge is +2. The HOMO energy (alpha / beta) comes out at -14.945 / -14.959 eV. The total energy is -2193.67891 hartree. The LUMO energy (alpha / beta) comes out at -9.288 / -9.288 eV. The HOMO-LUMO gap (alpha / beta) comes out at 5.66 / 5.67 eV. The largest force on an atom comes out at 5.8 eV/A. The value obtained for the molecular weight is 606.0 g mol⁻¹.

6.
Molecular formula: C9H21ClP
Method: DFT, ωB97M-V/def2-TZVPD

Each line ends with the Mulliken charge.
Atoms and positions in Å:
C (-1.5145, -1.6016, 0.6875)  -1.559
C (0.1279, -1.6419, 2.6304)  -1.601
C (-0.0827, 2.7584, -0.5444)  -1.635
C (-1.8254, 1.7736, 0.8976)  -0.751
C (1.1340, -1.4113, -2.0879)  -1.748
C (3.0042, -0.2219, -1.0449)  -1.701
C (-0.1262, -1.4803, 1.1861)  0.947
C (-0.7071, 1.4590, -0.0450)  0.499
C (1.4695, -0.1706, -1.2961)  0.880
P (0.6180, 0.1244, 0.3778)  0.268
Cl (-4.3298, 2.1074, -0.8395)  -0.160
H (-2.1487, -1.2801, 1.4584)  0.453
H (-1.9032, -2.5799, 0.5068)  0.371
H (-1.8187, -1.0674, -0.2304)  0.326
H (-0.3764, -0.8649, 3.3287)  0.306
H (1.0823, -1.4550, 3.0281)  0.486
H (-0.0400, -2.6270, 2.9663)  0.447
H (0.0653, 3.5563, 0.2562)  0.322
H (-0.8462, 3.1151, -1.0482)  0.567
H (0.7900, 2.5821, -1.1295)  0.400
H (-2.1157, 1.1727, 1.7470)  0.297
H (-2.8736, 1.7281, 0.1342)  -0.187
H (-1.8529, 2.7952, 1.2366)  0.447
H (1.3969, -2.3486, -1.7047)  0.442
H (1.7287, -1.4027, -3.0176)  0.452
H (0.1464, -1.5521, -2.4841)  0.413
H (3.2885, -1.0711, -0.3335)  0.356
H (3.4857, 0.5689, -0.5643)  0.466
H (3.6123, -0.4253, -1.8613)  0.470
H (0.5296, -2.3421, 0.7205)  0.232
H (-1.1950, 1.0902, -1.0013)  0.320
H (1.2769, 0.7122, -1.9294)  0.174

The charge is +1. The HOMO energy (alpha / beta) comes out at -13.828 / -13.984 eV. The total energy is -1156.61721 hartree. The LUMO energy (alpha / beta) comes out at -6.802 / -6.458 eV. The HOMO-LUMO gap (alpha / beta) comes out at 7.03 / 7.53 eV. The largest force on an atom comes out at 5.1 eV/A. The value obtained for the molecular weight is 195.7 g mol⁻¹.

7.
Molecular formula: C9H21CsN3O3
Method: DFT, ωB97M-V/def2-TZVPD

Each line ends with the Mulliken charge.
Atoms and positions in Å:
Cs (0.1334, -1.4020, 1.1805)  1.102
C (1.4584, -0.6430, -3.6867)  -1.247
C (1.5305, -1.4676, -2.4438)  0.777
O (0.5276, -1.6993, -1.7684)  -0.670
N (2.7276, -1.9843, -2.1005)  -0.093
C (3.9524, -1.8023, -2.8583)  -0.907
H (1.7730, -1.2493, -4.5380)  0.425
H (2.1100, 0.2325, -3.6491)  0.330
H (0.4507, -0.2628, -3.8118)  0.238
H (2.8008, -2.5339, -1.2621)  0.239
H (4.0550, -2.5242, -3.6733)  0.300
H (4.8088, -1.9350, -2.1978)  0.322
H (4.0800, -0.8160, -3.3009)  0.286
C (-1.1394, 2.1729, -1.6255)  -0.980
C (0.2824, 1.9530, -1.1841)  0.434
O (0.5275, 1.1868, -0.2518)  -0.626
N (1.2757, 2.5869, -1.8356)  -0.090
C (1.1220, 3.7420, -2.7201)  -0.995
H (-1.7915, 2.0922, -0.7619)  0.304
H (-1.3698, 1.3097, -2.2604)  0.211
H (-1.3196, 3.0795, -2.1913)  0.396
H (2.2026, 2.3351, -1.5308)  0.294
H (2.0715, 4.2513, -2.8291)  0.332
H (0.3526, 4.4203, -2.3575)  0.343
H (0.7739, 3.4280, -3.7095)  0.323
C (-1.2754, -0.4455, 5.6529)  -1.144
C (-2.1118, -1.0836, 4.5642)  0.713
O (-1.6075, -1.4437, 3.4974)  -0.665
N (-3.3965, -1.3206, 4.8770)  -0.178
C (-4.3435, -1.9365, 3.9772)  -0.802
H (-1.7976, 0.3732, 6.1453)  0.367
H (-0.3592, -0.0652, 5.2099)  0.285
H (-0.9970, -1.2027, 6.3863)  0.294
H (-3.6971, -1.0969, 5.8103)  0.211
H (-5.2268, -1.3009, 3.8869)  0.293
H (-4.6710, -2.8989, 4.3702)  0.287
H (-3.9128, -2.0491, 2.9905)  0.287

The charge is +1. The HOMO energy comes out at -12.374 eV. The total energy is -765.56434 hartree. The energy above the lowest of the compared OMol25 structures with the same formula, charge and spin comes out at 0.000 eV. The LUMO energy comes out at -2.374 eV. The HOMO-LUMO gap comes out at 10.00 eV. The largest force on an atom comes out at 0.9 eV/A. The value obtained for the molecular weight is 352.2 g mol⁻¹.

Among the records above, which one has the lowest total energy? C9H21Cl2CrO2S4SbSe2

Which of these has the highest molecular weight? C9H21Cl2CrO2S4SbSe2

Number 1 is which compound? C9H21B4ClO11

Among the records above, which one has the lowest charge? C9H21Cl2CrO2S4SbSe2